Entry from the Open Molecules 2025 dataset: the molecule C4H8O2 (ωB97M-V with the def2-TZVPD basis set).

The geometry in XYZ format:
```
14
C4H8O2 | the Open Molecules 2025 dataset | ωB97M-V with the def2-TZVPD basis set
O -1.00 0.75 -2.19
C -0.53 0.96 -0.87
C -0.51 -0.40 -0.18
C 2.35 -0.96 1.04
O 1.46 -0.02 1.20
C 0.03 -0.33 1.23
H -0.91 1.58 -2.67
H -1.20 1.64 -0.31
H 0.48 1.40 -0.86
H -1.52 -0.81 -0.17
H 1.77 -1.93 0.97
H 0.11 -1.09 -0.77
H -0.10 -1.28 1.76
H -0.43 0.48 1.81
```

Computed properties:
Kohn-Sham gap	9.33	eV
HOMO energy	-8.626	eV
2S+1	1

natural (NBO) population analysis, charges in e, atoms 1 to 2:
1. O -0.72
2. C -0.06